{
  "formula": "C30H35ClGeN3O5RuSi",
  "method": "the ωB97M-V functional and the def2-TZVPD basis",
  "e_homo_ev": [-11.10, -11.04],
  "charge": 1,
  "species": ["Ru", "O", "C", "O", "C", "C", "Cl", "N", "N", "C", "C", "O", "O", "C", "C", "C", "C", "C", "C", "H", "H", "H", "H", "H", "H", "C", "Si", "C", "C", "N", "C", "C", "C", "C", "C", "C", "O", "C", "C", "C", "C", "C", "C", "H", "H", "H", "H", "H", "H", "H", "H", "H", "H", "H", "H", "H", "H", "H", "H", "H", "H", "C", "Ge", "C", "C", "C", "H", "H", "H", "H", "H", "H", "H", "H", "H", "H", "H"],
  "coordinates": [[-0.44378, 0.13306, -0.03930], [-6.09584, -1.00112, -0.74743], [-5.46619, -2.13316, -0.46976], [-6.04569, -3.17361, -0.34302], [-3.96676, -2.08242, -0.33025], [-3.16484, -3.19120, -0.17828], [-3.67821, -4.78756, 0.01644], [-1.85742, -2.80800, -0.10609], [-1.80124, -1.44206, -0.19816], [-3.05594, -1.02523, -0.33565], [-3.23537, 0.43346, -0.42200], [-4.29406, 0.97236, -0.67478], [-2.13469, 1.07575, -0.19169], [-0.67572, -3.64634, -0.04794], [0.48787, -3.14605, 0.49759], [1.63318, -3.92594, 0.54698], [1.62627, -5.21549, 0.03975], [0.45482, -5.71525, -0.50293], [-0.69606, -4.94395, -0.54743], [-5.49357, -0.21733, -0.77494], [0.49888, -2.16352, 0.91784], [2.52629, -3.52292, 1.00402], [2.51988, -5.82373, 0.07078], [0.42354, -6.71973, -0.90273], [-1.58009, -5.36173, -0.99264], [-2.47568, -1.10032, 2.95514], [-1.30438, 0.33556, 3.13616], [-0.81756, 0.46168, 4.92623], [-1.96648, 1.99734, 2.64618], [0.07798, -0.00991, 1.96989], [1.34951, -0.43306, 2.24689], [1.82909, -0.78377, 3.53112], [3.13053, -1.18091, 3.72725], [4.00855, -1.25474, 2.64651], [3.57945, -0.95054, 1.36727], [2.26682, -0.55937, 1.18268], [1.73135, -0.29890, -0.06570], [2.64651, -0.16564, -1.14621], [3.45288, 0.94955, -1.20420], [4.34321, 1.05619, -2.26427], [4.41329, 0.05215, -3.22346], [3.59905, -1.06821, -3.12483], [2.70466, -1.18838, -2.06799], [-2.65722, -1.53340, 3.94054], [-2.06680, -1.88604, 2.32040], [-3.44416, -0.79876, 2.54947], [-1.66851, 0.91779, 5.44106], [0.05116, 1.09968, 5.09952], [-0.64008, -0.50804, 5.39505], [-3.03924, 1.95999, 2.44397], [-1.49084, 2.40542, 1.75561], [-1.80464, 2.69855, 3.46705], [1.14782, -0.74557, 4.36450], [3.46918, -1.44496, 4.71937], [5.03404, -1.56331, 2.79896], [4.25609, -1.03088, 0.52841], [3.39996, 1.70662, -0.43337], [4.98648, 1.92284, -2.33470], [5.11019, 0.14171, -4.04548], [3.66360, -1.85672, -3.86221], [2.07196, -2.05932, -1.95305], [0.50898, 1.93817, -4.28182], [-0.39651, 1.92638, -2.57110], [-2.12632, 2.76944, -2.70091], [0.65741, 2.81133, -1.15814], [-0.42870, -0.00841, -2.05417], [0.62441, 2.96376, -4.63558], [-0.08821, 1.39028, -5.01068], [1.49335, 1.47404, -4.20985], [-2.00178, 3.69754, -3.26132], [-2.53215, 2.99545, -1.71872], [-2.84132, 2.14107, -3.23246], [0.34895, 3.85284, -1.06437], [1.71799, 2.77709, -1.38494], [0.51788, 2.37167, -0.15460], [0.45453, -0.52435, -2.42064], [-1.31635, -0.51107, -2.44626]],
  "mulliken_charge": [-1.07, -0.55, 0.45, -0.56, 0.24, 0.34, -0.10, -0.60, 1.96, -1.69, 1.55, -0.81, -0.32, 0.26, 0.30, -0.58, -0.70, -1.03, -0.74, 0.38, 0.98, 0.38, 0.45, 0.39, 0.46, -0.85, 0.30, -1.56, -1.04, 0.99, -0.07, -0.70, -1.18, -0.77, -1.09, 0.77, 1.57, -0.29, -0.12, -1.05, -0.70, -0.96, 0.03, 0.58, 0.07, 0.28, 0.39, 0.43, 0.42, 0.37, 0.10, 0.51, 0.37, 0.46, 0.44, 0.50, 0.79, 0.47, 0.44, 0.47, 0.55, -1.14, 0.75, -1.32, -1.10, -1.20, 0.38, 0.37, 0.30, 0.41, 0.36, 0.38, 0.55, 0.40, 0.14, 0.55, 0.83]
}



{
  "formula": "CH14NO4",
  "method": "the ωB97M-V functional and the def2-TZVPD basis",
  "e_above_lowest_kcal_mol": 20.77,
  "e_homo_ev": -14.94,
  "charge": 1,
  "species": ["C", "N", "H", "H", "H", "H", "H", "H", "H", "H", "O", "H", "H", "O", "H", "H", "O", "H", "H", "O"],
  "coordinates": [[1.74112, 0.94591, -1.33350], [0.65836, 0.05050, -1.75718], [1.79133, 1.82239, -1.96891], [2.72698, 0.44526, -1.32462], [1.45327, 1.38249, -0.27300], [-0.20510, 0.56834, -1.59889], [0.80969, -0.09987, -2.75346], [0.64076, -0.80700, -1.17075], [-4.01200, 0.54570, 1.69199], [-4.43710, -0.16891, 0.47545], [-3.79656, 0.47881, 0.77099], [2.28199, -0.65044, 3.05964], [2.24362, -2.25247, 3.19320], [1.93699, -1.46253, 2.65397], [1.08708, -2.16590, 0.30180], [-0.04498, -1.58488, 1.22828], [0.28770, -1.64460, 0.26558], [-1.92273, 0.86007, -0.13846], [-1.82579, 2.32526, -0.63453], [-1.41463, 1.41185, -0.68762]],
  "mulliken_charge": [-0.85, -0.02, 0.38, 0.35, 0.25, 0.32, 0.40, 0.28, 0.31, 0.31, -0.63, 0.31, 0.32, -0.61, 0.31, 0.32, -0.69, 0.31, 0.31, -0.68]
}



{
  "formula": "C6H16NS",
  "method": "the ωB97M-V functional and the def2-TZVPD basis",
  "e_above_lowest_kcal_mol": 28.34,
  "e_homo_ev": -2.42,
  "charge": -1,
  "species": ["C", "N", "C", "C", "H", "H", "H", "H", "H", "H", "H", "H", "H", "C", "C", "C", "S", "H", "H", "H", "H", "H", "H", "H"],
  "coordinates": [[0.57929, 1.12623, -1.17108], [0.59346, -0.12467, -1.87271], [-0.72423, -0.59711, -2.32494], [1.55736, -0.11758, -2.99934], [-0.13372, 1.07161, -0.31999], [0.33010, 2.02330, -1.79843], [1.61370, 1.27910, -0.86007], [-0.68132, -1.60743, -2.81400], [-1.43811, -0.69978, -1.44211], [-1.28110, 0.07227, -3.02664], [1.58019, -1.07558, -3.51630], [2.59007, 0.16888, -2.65371], [1.28406, 0.62202, -3.77806], [-0.03239, 0.84282, 3.16322], [-0.66966, -0.55755, 3.14352], [-0.83453, -1.08769, 1.73905], [-1.90315, 0.01864, 0.75027], [0.98314, 0.80442, 2.76376], [0.03486, 1.26791, 4.15654], [-0.58643, 1.57416, 2.55426], [-0.09858, -1.26352, 3.76149], [-1.65851, -0.45644, 3.52876], [-1.23323, -2.15064, 1.77819], [0.12873, -1.13336, 1.23833]],
  "mulliken_charge": [-0.92, 0.13, -0.74, -0.96, 0.16, 0.28, 0.30, 0.28, 0.09, 0.26, 0.29, 0.26, 0.36, -1.11, -0.44, -0.61, -0.69, 0.26, 0.37, 0.29, 0.34, 0.25, 0.27, 0.27]
}



{
  "formula": "C12H36O6",
  "method": "the ωB97M-V functional and the def2-TZVPD basis",
  "e_above_lowest_kcal_mol": 15.60,
  "e_homo_ev": -9.54,
  "smiles": "CC(C)O.CC(C)O.CC(C)O.CC(C)O.O.O",
  "species": ["O", "H", "H", "O", "H", "H", "C", "C", "C", "O", "H", "H", "H", "H", "H", "H", "H", "H", "C", "C", "C", "O", "H", "H", "H", "H", "H", "H", "H", "H", "C", "C", "C", "O", "H", "H", "H", "H", "H", "H", "H", "H", "C", "C", "C", "O", "H", "H", "H", "H", "H", "H", "H", "H"],
  "coordinates": [[-21.69911, 7.10257, -3.65781], [-22.30232, 6.81985, -4.35285], [-22.13137, 7.85781, -3.25072], [-18.06072, 4.66991, -6.88025], [-18.60798, 5.30542, -6.40880], [-18.38802, 4.68298, -7.78430], [-17.53074, 5.17853, -2.02142], [-18.58225, 6.10619, -2.58014], [-18.12048, 6.71215, -3.90022], [-19.79812, 5.38900, -2.71046], [-16.57828, 5.70090, -1.90967], [-17.35790, 4.33468, -2.69235], [-17.81730, 4.78573, -1.04437], [-18.74748, 6.95378, -1.89242], [-18.90354, 7.10539, -4.55616], [-17.63512, 5.93177, -4.50486], [-17.37751, 7.50838, -3.82690], [-20.54017, 5.99088, -2.89858], [-20.93837, 9.12060, -0.19632], [-21.76302, 7.84928, -0.31671], [-21.97809, 7.13750, 1.00220], [-23.05704, 8.14819, -0.87245], [-21.57464, 9.95961, 0.09899], [-20.54124, 9.42038, -1.17775], [-20.07831, 9.03020, 0.46265], [-21.24404, 7.16081, -0.99364], [-22.85964, 7.44815, 1.56541], [-21.12752, 7.14701, 1.68317], [-22.16897, 6.07530, 0.80540], [-22.90282, 8.82281, -1.54131], [-20.27795, 3.23776, 0.12109], [-20.21339, 2.44910, -1.16824], [-20.51306, 0.98064, -0.94696], [-21.14339, 2.92086, -2.13183], [-21.28137, 3.31316, 0.55362], [-19.94569, 4.27443, 0.01272], [-19.67006, 2.75272, 0.89331], [-19.20907, 2.55992, -1.59879], [-20.77527, 0.49275, -1.88490], [-21.33629, 0.85157, -0.24212], [-19.64233, 0.44591, -0.55877], [-20.86490, 3.81945, -2.36455], [-16.40605, 4.52634, 2.12569], [-16.79701, 5.99203, 2.32901], [-18.20906, 6.24351, 1.80807], [-16.71183, 6.24511, 3.72719], [-15.36841, 4.37885, 2.41886], [-16.53219, 4.22083, 1.07894], [-17.08075, 3.84862, 2.65179], [-16.11343, 6.59639, 1.72390], [-18.47131, 7.28319, 2.03809], [-18.95008, 5.55411, 2.21347], [-18.21929, 6.12551, 0.72284], [-17.48474, 6.75701, 3.98050]],
  "mulliken_charge": [-0.53, 0.26, 0.24, -0.61, 0.31, 0.30, -1.26, 1.16, -1.54, -0.43, 0.43, 0.50, -0.07, -0.06, 0.44, 0.25, 0.36, 0.24, -1.44, 1.80, -1.36, -0.60, 0.43, 0.36, 0.30, -0.67, 0.39, 0.20, 0.29, 0.30, -0.87, 0.89, -1.54, -0.62, 0.41, -0.05, 0.30, 0.01, 0.40, 0.34, 0.37, 0.40, -1.25, 0.56, -1.10, -0.55, 0.35, 0.27, 0.31, 0.17, 0.45, 0.42, 0.01, 0.33]
}



{
  "formula": "C3H8O",
  "method": "the ωB97M-V functional and the def2-TZVPD basis",
  "e_above_lowest_kcal_mol": 5.18,
  "e_homo_ev": -10.26,
  "smiles": "CCCO",
  "species": ["C", "C", "C", "O", "H", "H", "H", "H", "H", "H", "H", "H"],
  "coordinates": [[0.11910, -0.56021, -1.43298], [0.36578, 0.36683, -0.24022], [-0.43866, -0.05236, 0.99026], [0.10120, 0.42757, 2.20633], [0.10005, -1.60747, -1.10756], [0.90783, -0.46517, -2.18541], [-0.83712, -0.35177, -1.92497], [1.42431, 0.35311, 0.04482], [0.12670, 1.40424, -0.51514], [-0.41541, -1.14364, 1.07956], [-1.49512, 0.24029, 0.87718], [0.04135, 1.38859, 2.20814]],
  "mulliken_charge": [-1.12, -0.23, -0.50, -0.53, 0.32, 0.31, 0.30, 0.27, 0.28, 0.32, 0.27, 0.30]
}



{
  "formula": "C8H18NO9PS",
  "method": "the ωB97M-V functional and the def2-TZVPD basis",
  "e_above_lowest_kcal_mol": 0.00,
  "e_homo_ev": -8.99,
  "smiles": "NCOC(=O)O[PH2]=S.COC(=O)OC.COC(=O)OC",
  "species": ["N", "C", "O", "C", "O", "O", "P", "S", "H", "H", "H", "H", "H", "H", "C", "O", "C", "O", "O", "C", "H", "H", "H", "H", "H", "H", "C", "O", "C", "O", "O", "C", "H", "H", "H", "H", "H", "H"],
  "coordinates": [[4.04621, 1.65742, -3.10318], [4.83556, 0.85306, -2.17342], [5.99387, 1.52740, -1.63751], [5.69895, 2.66229, -0.93760], [5.86294, 2.73970, 0.21799], [5.24509, 3.81794, -1.55115], [6.11527, 4.25833, -2.91554], [7.59702, 5.44862, -2.59309], [3.91719, 1.18060, -3.99050], [3.11710, 1.79841, -2.71459], [4.17690, 0.52879, -1.35082], [5.21343, -0.00269, -2.74843], [5.18065, 4.88605, -3.77340], [6.48940, 3.05444, -3.54331], [-1.62043, -1.49090, 0.20682], [-1.00070, -0.62175, 1.15730], [0.24782, -0.26691, 0.84752], [0.86000, -0.61176, -0.13262], [0.70251, 0.53857, 1.81089], [2.03820, 0.99371, 1.60385], [-2.62356, -1.70357, 0.57054], [-1.69577, -1.00595, -0.76583], [-1.07016, -2.42775, 0.12622], [2.11323, 1.57627, 0.68552], [2.73565, 0.15670, 1.58340], [2.30142, 1.63808, 2.43894], [-5.23984, -0.86481, 2.94224], [-5.45401, -1.63832, 1.76001], [-6.37421, -2.59933, 1.89063], [-7.00336, -2.84501, 2.88633], [-6.47245, -3.23939, 0.72120], [-7.42690, -4.30154, 0.71276], [-4.47713, -0.12522, 2.70907], [-6.15311, -0.34765, 3.23421], [-4.88059, -1.49525, 3.75483], [-8.42737, -3.92134, 0.91628], [-7.15551, -5.06858, 1.43733], [-7.41333, -4.73868, -0.28290]],
  "mulliken_charge": [-0.44, -0.32, -0.25, 0.56, -0.47, -0.22, 0.31, -0.36, 0.23, 0.22, 0.29, 0.29, 0.09, 0.09, -0.52, -0.29, 0.79, -0.56, -0.31, -0.60, 0.09, 0.31, 0.30, 0.24, 0.30, 0.26, -0.71, -0.27, 0.77, -0.53, -0.31, -0.63, 0.23, 0.33, 0.33, 0.29, 0.29, 0.22]
}



The strongest force on any atom results, record by record, are as follows: 0.026; 0.064; 0.041; 0.031; 0.008; 0.050 hartree/bohr.